1.
This record from OMol25 describes an isolated molecule of C23H31N3O3S in a non-equilibrium geometry. The level of theory is ωB97M-V/def2-TZVPD.

- SMILES = CCc1ccc(CNC(=O)[C@H]2CCCN(S(=O)(=O)N(CC)c3ccccc3)C2)cc1
- E (eV) = -45803.1060
- HOMO energy (eV) = -8.81
- 2S+1 = 1
- relative energy (zero: lowest compared OMol25 entry of this formula, charge and spin) (kJ/mol) = 90.84
- orbital gap (Eh) = 0.3518
- molecular weight (g/mol) = 429.6

Cartesian coordinates (Å):
C: 3.26 -1.67 4.66
C: 4.04 -1.32 3.39
C: 3.35 -1.87 2.17
C: 3.68 -3.12 1.66
C: 3.01 -3.63 0.56
C: 1.99 -2.91 -0.05
C: 1.29 -3.49 -1.25
N: 0.56 -2.49 -1.99
C: -0.79 -2.51 -2.13
O: -1.47 -3.48 -1.85
C: -1.37 -1.19 -2.61
C: -2.34 -1.33 -3.78
C: -2.89 0.05 -4.13
C: -3.56 0.68 -2.90
N: -2.70 0.70 -1.74
S: -1.59 1.93 -1.61
O: -0.28 1.52 -2.00
O: -2.15 3.10 -2.23
N: -1.60 2.05 0.05
C: -2.87 2.47 0.62
C: -3.01 3.99 0.66
C: -0.41 2.33 0.75
C: -0.21 1.78 2.01
C: 0.96 2.04 2.71
C: 1.94 2.83 2.14
C: 1.75 3.38 0.89
C: 0.57 3.15 0.20
C: -2.12 -0.59 -1.42
C: 1.65 -1.67 0.47
C: 2.33 -1.15 1.57
H: 3.76 -1.26 5.53
H: 3.19 -2.75 4.77
H: 2.26 -1.26 4.60
H: 5.05 -1.73 3.46
H: 4.12 -0.23 3.30
H: 4.47 -3.69 2.12
H: 3.29 -4.60 0.17
H: 2.02 -3.99 -1.90
H: 0.55 -4.24 -0.93
H: 1.06 -1.64 -2.21
H: -0.57 -0.50 -2.89
H: -1.83 -1.76 -4.64
H: -3.15 -2.01 -3.49
H: -3.61 -0.01 -4.94
H: -2.07 0.70 -4.44
H: -3.83 1.72 -3.10
H: -4.46 0.12 -2.64
H: -2.95 2.05 1.63
H: -3.64 2.03 -0.01
H: -2.91 4.38 -0.35
H: -3.98 4.26 1.06
H: -2.23 4.42 1.29
H: -0.96 1.14 2.44
H: 1.10 1.61 3.69
H: 2.86 3.03 2.68
H: 2.51 4.01 0.45
H: 0.40 3.58 -0.78
H: -1.45 -0.42 -0.57
H: -2.92 -1.27 -1.11
H: 0.86 -1.08 0.03
H: 2.05 -0.18 1.94

=====

2.
This record from OMol25 describes a structure of composition C23H31N3O3S in a non-equilibrium geometry. The level of theory is ωB97M-V/def2-TZVPD.

- E (eV) = -45783.4099
- HOMO energy (eV) = -7.67
- 2S+1 = 1
- relative energy (zero: lowest compared OMol25 entry of this formula, charge and spin) (kJ/mol) = 1991.22
- orbital gap (Eh) = 0.2986
- molecular weight (g/mol) = 429.6

Cartesian coordinates (Å):
C: 2.30 1.74 3.81
C: 2.45 0.38 3.45
H: 3.49 0.12 3.41
H: 1.97 -0.25 4.11
O: 2.26 0.29 2.17
C: 1.03 -0.25 1.91
O: 0.21 -0.42 2.86
C: 0.70 -0.34 0.34
C: -0.57 -0.59 -0.09
N: -1.75 -0.73 0.84
C: -2.96 -1.03 0.11
O: -3.06 -1.00 -1.05
C: -4.05 -0.75 1.46
N: -4.76 0.28 1.53
C: -3.85 1.54 2.03
C: -3.13 2.13 1.04
C: -4.25 2.79 0.17
C: -5.01 1.54 -0.48
C: -5.79 0.84 0.50
H: -6.21 -0.18 0.22
H: -6.33 1.54 1.09
H: -5.76 1.77 -1.25
H: -4.43 0.85 -1.23
H: -3.73 3.13 -0.80
H: -4.93 3.61 0.27
H: -2.74 3.09 1.42
H: -2.44 1.71 0.59
H: -3.19 0.97 2.60
H: -4.44 1.99 2.72
H: -3.70 -1.33 2.36
H: -4.89 -1.62 0.90
H: -1.46 -0.53 1.76
S: -0.81 -0.81 -1.74
C: 1.01 -0.48 -1.79
C: 1.63 -0.37 -0.64
C: 2.95 -0.30 -0.70
C: 3.81 -1.03 -0.04
C: 5.16 -1.25 0.26
C: 5.79 0.13 -0.31
C: 5.08 1.01 -0.94
C: 3.56 0.88 -0.83
H: 3.13 1.49 -1.41
H: 5.56 2.05 -1.15
H: 6.92 0.33 -0.04
H: 5.88 -1.75 0.51
H: 3.22 -2.04 0.45
C: 1.53 -0.58 -3.13
N: 1.72 -1.89 -3.62
C: 0.57 -2.58 -4.24
H: 0.14 -3.05 -3.30
H: 0.84 -3.50 -4.75
H: -0.06 -1.98 -4.79
C: 2.52 -2.63 -3.03
H: 2.21 -3.07 -1.88
H: 3.51 -2.22 -2.64
H: 2.89 -3.85 -3.51
H: 2.61 -0.01 -3.19
H: 1.03 -0.13 -3.97
H: 1.24 1.98 3.64
H: 2.54 1.77 4.93
H: 2.85 2.57 3.11

=====

3.
This record from OMol25 describes an isolated molecule of C23H31N5O2 in a non-equilibrium geometry. The level of theory is ωB97M-V/def2-TZVPD.

- SMILES = CCCCCCOC(=O)[C@@H](C#N)c1nc2ccccc2nc1N1CCN(CC)CC1
- E (eV) = -35899.9757
- HOMO energy (eV) = -8.42
- 2S+1 = 1
- relative energy (zero: lowest compared OMol25 entry of this formula, charge and spin) (kJ/mol) = 246.19
- orbital gap (Eh) = 0.3032
- molecular weight (g/mol) = 409.5

Cartesian coordinates (Å):
C: 1.73 -5.42 0.30
C: 2.82 -5.02 -0.70
C: 3.66 -3.83 -0.24
C: 2.87 -2.54 0.01
C: 2.16 -2.02 -1.24
C: 1.52 -0.66 -1.00
O: 0.46 -0.77 -0.05
C: 0.64 -0.23 1.15
O: 1.62 0.34 1.53
C: -0.61 -0.50 2.00
C: -0.57 0.15 3.29
N: -0.59 0.63 4.33
C: -1.88 -0.17 1.23
N: -2.82 -1.06 1.34
C: -3.92 -0.96 0.56
C: -4.97 -1.88 0.69
C: -6.03 -1.81 -0.17
C: -6.06 -0.85 -1.19
C: -5.05 0.05 -1.34
C: -3.96 0.03 -0.45
N: -2.98 0.95 -0.55
C: -1.98 0.93 0.31
N: -1.01 1.88 0.18
C: -0.63 2.70 1.32
C: 0.73 3.36 1.06
N: 0.64 4.16 -0.14
C: 1.77 5.05 -0.36
C: 3.12 4.38 -0.61
C: 0.30 3.32 -1.27
C: -1.07 2.69 -1.02
H: 0.97 -4.65 0.38
H: 2.16 -5.57 1.29
H: 1.25 -6.34 -0.01
H: 2.36 -4.80 -1.66
H: 3.49 -5.87 -0.84
H: 4.42 -3.63 -0.99
H: 4.17 -4.10 0.69
H: 2.14 -2.71 0.80
H: 3.56 -1.78 0.37
H: 2.88 -1.92 -2.05
H: 1.39 -2.72 -1.55
H: 2.26 0.06 -0.62
H: 1.07 -0.28 -1.92
H: -0.65 -1.58 2.20
H: -4.93 -2.61 1.48
H: -6.85 -2.51 -0.08
H: -6.91 -0.83 -1.87
H: -5.06 0.81 -2.11
H: -0.57 2.10 2.23
H: -1.38 3.49 1.47
H: 0.97 4.01 1.91
H: 1.50 2.57 1.00
H: 1.84 5.69 0.52
H: 1.51 5.68 -1.21
H: 3.40 3.74 0.23
H: 3.89 5.14 -0.73
H: 3.10 3.78 -1.52
H: 0.26 3.93 -2.17
H: 1.04 2.51 -1.42
H: -1.36 2.05 -1.86
H: -1.82 3.49 -0.92

=====

4.
This record from OMol25 describes a structure of composition C23H31N5O3 in a non-equilibrium geometry. The level of theory is ωB97M-V/def2-TZVPD.

- E (eV) = -37925.5289
- HOMO energy (eV) = -8.38
- 2S+1 = 1
- relative energy (zero: lowest compared OMol25 entry of this formula, charge and spin) (kJ/mol) = 2397.97
- orbital gap (Eh) = 0.3062
- molecular weight (g/mol) = 425.5

Cartesian coordinates (Å):
C: -2.02 -0.43 2.98
C: -1.76 0.81 2.03
C: -2.98 1.83 2.07
C: -4.23 1.27 1.15
H: -5.22 1.35 1.49
H: -4.30 0.14 1.07
C: -4.34 1.90 -0.01
N: -3.06 1.81 -1.03
C: -2.11 2.73 -1.11
O: -2.10 3.79 -0.59
C: -0.88 2.39 -1.75
N: -0.32 1.15 -1.19
C: 0.83 1.18 -0.29
O: 1.20 2.58 0.03
N: 1.33 0.29 0.40
C: 0.87 -1.00 0.39
C: -0.01 -1.40 -0.62
N: -0.23 -2.66 -0.58
C: 0.79 -2.95 0.19
N: 1.35 -2.06 0.95
H: 0.78 -4.10 0.38
C: -1.23 -3.29 -1.30
H: -0.62 -4.20 -1.69
H: -1.41 -2.75 -2.17
C: -2.42 -3.55 -0.96
C: -3.09 -2.42 -0.35
H: -2.61 -2.07 0.40
H: -3.28 -1.66 -1.25
H: -4.23 -2.73 0.19
C: -2.14 -4.62 0.59
H: -3.11 -4.76 0.92
H: -1.66 -5.52 0.13
H: -1.57 -4.00 1.29
H: -3.05 -4.42 -1.44
C: -0.73 -0.28 -1.41
O: -1.56 -0.15 -2.19
C: 2.46 0.56 1.29
C: 3.76 0.48 1.03
C: 4.31 1.63 0.20
C: 5.42 1.61 -0.40
C: 6.25 0.18 -0.44
C: 5.46 -0.80 0.20
C: 4.30 -0.82 0.67
H: 3.89 -1.79 1.10
H: 5.98 -1.77 -0.20
H: 7.26 0.12 -1.14
H: 6.06 2.25 -0.89
H: 3.96 2.39 0.31
H: 2.38 -0.11 2.14
H: 2.15 1.62 1.92
H: -1.08 1.92 -2.82
H: -0.06 3.04 -1.86
H: -2.73 0.95 -1.47
H: -4.25 3.02 0.09
H: -4.99 1.64 -0.67
H: -3.44 1.87 3.34
H: -2.86 2.69 1.75
H: -1.11 1.37 2.41
H: -1.72 0.62 1.01
H: -2.82 -0.99 2.92
H: -2.07 -0.23 3.86
H: -1.16 -1.10 2.86

=====

5.
This record from OMol25 describes a structure of composition C23H31NO2P2Yb in a non-equilibrium geometry. The level of theory is ωB97M-V/def2-TZVPD.

- E (eV) = -80035.7866
- HOMO energy (alpha / beta) (eV) = -6.88 / -8.84
- 2S+1 = 2
- relative energy (zero: lowest compared OMol25 entry of this formula, charge and spin) (kJ/mol) = 309.62
- total charge = +1
- orbital gap (alpha / beta) (Eh) = 0.1284 / 0.1995
- molecular weight (g/mol) = 588.5

Cartesian coordinates (Å):
C: -2.61 2.70 -2.01
C: -2.21 1.38 -2.09
C: -0.81 1.09 -2.28
C: 0.15 2.11 -2.04
C: -0.30 3.43 -1.83
C: -1.66 3.72 -1.87
C: 1.54 1.74 -1.81
C: 1.85 0.32 -1.85
C: 0.79 -0.61 -2.06
C: 0.99 -2.00 -1.76
C: 2.26 -2.46 -1.48
C: 3.32 -1.55 -1.35
C: 3.11 -0.19 -1.50
H: -3.68 2.94 -2.03
H: 0.44 4.24 -1.73
H: -1.99 4.75 -1.78
H: 2.29 2.42 -2.23
H: 2.43 -3.53 -1.35
H: 4.32 -1.93 -1.11
H: 3.93 0.53 -1.32
N: -0.46 -0.22 -2.41
Yb: 1.08 3.28 0.83
C: -3.05 0.17 -1.77
H: -2.87 -0.61 -2.52
H: -4.12 0.39 -1.69
C: -0.27 -2.85 -1.71
H: -0.90 -2.60 -2.57
H: -0.03 -3.92 -1.69
P: -2.45 -0.55 -0.17
P: -1.27 -2.48 -0.22
C: -0.07 -2.35 1.14
H: -0.59 -2.24 2.10
H: 0.53 -3.27 1.14
H: 0.61 -1.50 1.00
C: -2.36 -3.87 0.10
H: -1.82 -4.79 -0.19
H: -2.61 -3.91 1.16
H: -3.27 -3.79 -0.51
C: -1.43 0.70 0.72
H: -2.06 1.58 0.87
H: -1.09 0.33 1.70
H: -0.55 0.98 0.12
C: -3.90 -0.80 0.85
H: -3.60 -0.90 1.90
H: -4.54 0.09 0.73
H: -4.45 -1.70 0.54
C: -0.75 3.13 2.60
O: -1.38 2.87 3.53
H: 1.86 2.04 -0.17
C: 3.83 0.41 1.91
C: 2.41 0.62 2.39
C: 2.32 1.01 3.85
O: 1.74 1.61 1.63
H: 4.37 1.36 1.82
H: 3.84 -0.09 0.93
H: 4.36 -0.23 2.62
H: 1.86 -0.32 2.26
H: 1.28 1.14 4.15
H: 2.78 0.23 4.47
H: 2.85 1.96 4.03

=====

6.
This record from OMol25 describes a structure of composition C23H31NO6Se2Te2Zr. The level of theory is ωB97M-V/def2-TZVPD.

- E (eV) = -184695.6100
- HOMO energy (eV) = -7.18
- 2S+1 = 1
- relative energy (zero: lowest compared OMol25 entry of this formula, charge and spin) (kJ/mol) = 0.00
- orbital gap (Eh) = 0.2105
- molecular weight (g/mol) = 921.8

Cartesian coordinates (Å):
Zr: -0.09 -0.30 0.11
O: -3.62 -2.32 2.03
C: -2.47 -1.76 1.71
O: -2.11 -1.56 0.56
C: -1.58 -1.39 2.84
C: -1.78 -1.67 4.18
C: -0.78 -1.30 5.07
C: 0.38 -0.70 4.60
C: 0.48 -0.46 3.23
N: -0.48 -0.78 2.40
C: 1.71 0.13 2.55
O: 2.71 0.36 3.18
O: 1.53 0.28 1.27
H: -4.10 -2.52 1.21
H: -2.69 -2.16 4.51
H: -0.90 -1.50 6.13
H: 1.20 -0.43 5.24
Se: -2.24 1.35 0.25
Te: -0.94 2.98 -1.15
Te: -1.12 1.62 -3.45
Se: 0.08 -0.39 -2.52
C: -0.92 -5.92 1.14
C: -0.61 -4.60 0.43
C: -1.54 -4.41 -0.77
C: 0.83 -4.47 0.00
C: 1.64 -5.57 -0.22
C: 2.94 -5.43 -0.66
C: 3.45 -4.16 -0.89
C: 2.69 -3.02 -0.68
C: 3.31 -1.65 -0.94
C: 3.85 -1.53 -2.36
C: 4.39 -1.34 0.10
C: 1.37 -3.19 -0.24
O: 0.59 -2.10 -0.03
H: -1.94 -5.90 1.53
H: -0.23 -6.10 1.97
H: -0.86 -6.77 0.45
H: -0.79 -3.79 1.14
H: -1.38 -5.20 -1.50
H: -1.36 -3.45 -1.26
H: -2.59 -4.45 -0.46
H: 1.24 -6.56 -0.05
H: 3.56 -6.30 -0.83
H: 4.48 -4.06 -1.24
H: 2.53 -0.90 -0.83
H: 4.67 -2.22 -2.53
H: 4.23 -0.52 -2.53
H: 3.07 -1.72 -3.09
H: 5.21 -2.05 0.03
H: 3.99 -1.37 1.11
H: 4.79 -0.34 -0.06
C: 2.88 2.79 -0.83
C: 2.86 3.16 0.64
O: 1.53 3.25 1.13
C: 1.53 3.63 2.49
C: 0.10 3.58 2.99
H: 3.91 2.65 -1.14
H: 2.44 3.58 -1.44
H: 2.33 1.87 -1.04
H: 3.36 4.13 0.77
H: 3.41 2.41 1.23
H: 1.94 4.64 2.60
H: 2.17 2.95 3.07
H: -0.53 4.26 2.42
H: 0.06 3.87 4.04
H: -0.31 2.57 2.88

=====

7.
This record from OMol25 describes a structure of composition C23H32Cl2CrGeN2O4S. The level of theory is ωB97M-V/def2-TZVPD.

- E (eV) = -156340.9618
- HOMO energy (alpha / beta) (eV) = -13.36 / -13.36
- 2S+1 = 1
- relative energy (zero: lowest compared OMol25 entry of this formula, charge and spin) (kJ/mol) = 0.00
- total charge = +2
- orbital gap (alpha / beta) (Eh) = 0.1947 / 0.1946
- molecular weight (g/mol) = 628.1

Cartesian coordinates (Å):
Cr: -0.05 -0.05 -0.43
O: 3.95 -0.98 3.14
C: 2.79 -1.18 3.78
C: 2.87 -1.51 5.14
C: 1.73 -1.74 5.86
C: 0.46 -1.66 5.27
C: 0.37 -1.33 3.94
C: 1.53 -1.09 3.17
C: 1.40 -0.77 1.77
O: 0.17 -0.69 1.24
N: 2.40 -0.53 0.99
N: 1.95 -0.31 -0.29
C: 2.81 -0.44 -1.24
C: 2.47 -0.37 -2.64
C: 3.46 -0.53 -3.62
C: 3.12 -0.50 -4.96
C: 1.79 -0.31 -5.34
C: 0.80 -0.15 -4.39
C: 1.15 -0.18 -3.05
O: 0.19 0.02 -2.11
H: 3.79 -0.78 2.20
H: 3.85 -1.58 5.59
H: 1.81 -2.00 6.91
H: -0.43 -1.84 5.85
H: -0.59 -1.26 3.46
H: 3.83 -0.66 -0.95
H: 4.48 -0.69 -3.32
H: 3.88 -0.62 -5.71
H: 1.54 -0.29 -6.39
H: -0.24 0.01 -4.67
C: 1.35 3.14 -2.61
Ge: 0.22 3.41 -1.06
C: 0.97 4.62 0.26
C: -1.66 3.72 -1.48
C: 0.00 1.67 -0.02
H: 1.52 4.12 -3.07
H: 0.89 2.50 -3.36
H: 2.33 2.74 -2.34
H: 1.10 5.60 -0.21
H: 1.94 4.28 0.61
H: 0.30 4.74 1.11
H: -1.76 4.72 -1.90
H: -2.30 3.66 -0.60
H: -2.02 3.01 -2.23
H: -0.19 1.79 1.05
Cl: -0.14 -2.90 -1.41
C: 0.27 -4.36 -0.42
Cl: 0.75 -3.94 1.21
H: 1.08 -4.85 -0.93
H: -0.63 -4.97 -0.39
C: -4.85 -0.54 -0.96
C: -3.97 -1.74 -0.68
S: -2.61 -1.46 0.47
O: -1.92 -0.19 -0.15
C: -3.46 -0.80 1.93
C: -3.45 0.71 2.03
H: -5.55 -0.81 -1.75
H: -4.26 0.31 -1.30
H: -5.44 -0.25 -0.09
H: -3.47 -2.13 -1.58
H: -4.52 -2.58 -0.24
H: -2.96 -1.27 2.78
H: -4.48 -1.21 1.89
H: -2.43 1.08 2.15
H: -4.01 1.00 2.92
H: -3.91 1.19 1.17